Molecular formula: C4H12O4
Method: DFT, ωB97M-V with the def2-TZVPD basis set

Its energy above the lowest of the compared OMol25 structures with the same formula, charge and spin is 3.085 eV. The calculation puts the total energy at -12530.00680 eV. The HOMO energy is -8.47 eV. Its structure (SMILES) is C=CC(=C)O.O.O.O.

```
! RIJCOSX wB97M-V def2-TZVPD def2/J DEFGRID3
* xyz 0 1
H 2.4253 0.0496 -1.8611
H -0.4129 1.2929 -1.2446
H 0.5545 -0.2871 1.8521
H -1.2711 1.5728 1.0564
H -1.6554 -3.2717 -2.9458
C 1.4731 0.2214 -1.1427
O -1.5562 2.3805 0.6137
C 1.3084 -0.5975 0.0970
H -2.5300 -2.2811 -3.7851
O -0.6540 0.9315 3.1289
H 0.5908 1.4137 -2.6096
H 2.3220 -2.5098 -0.2320
O 0.8213 0.2355 1.0446
H -1.3786 0.5043 3.5324
H -0.7489 2.7509 0.1175
H -0.9029 1.8821 3.1225
O -2.2330 -2.4589 -2.8781
H 1.7786 -2.4031 1.2524
C 1.7293 -1.8774 0.3516
C 0.5233 1.0164 -1.5605
*
```